# 1
Density functional theory data (ωB97M-V/def2-TZVPD) for 7 unconnected molecules or ions with the total composition C39H88N10O7 in a non-equilibrium geometry.

Last column: Löwdin charge in e.
Element x y z (Å)
H -3.068 -2.332 -7.511  0.111
N -1.319 -2.910 2.915  0.155
H 5.255 -1.043 4.044  0.069
H 0.065 2.256 2.678  0.100
H 6.908 -0.785 4.668  0.084
H -6.001 0.678 3.365  0.076
H -3.878 0.054 0.508  0.111
H -1.101 -2.483 2.016  0.049
H 0.128 -1.353 -3.090  0.058
C -4.182 0.902 -4.329  -0.035
H 1.586 4.328 -1.166  0.073
C 4.280 -0.979 -0.388  -0.051
O -0.180 -1.918 0.513  -0.031
H 0.087 -3.986 1.187  0.066
H -8.333 -3.867 0.471  0.081
H 1.556 -0.169 -0.455  0.071
H 7.781 1.107 2.208  0.070
C 5.202 -2.794 1.039  -0.149
N 5.875 -0.449 1.352  -0.079
H -8.713 -3.094 2.059  0.077
N -6.507 -1.448 1.988  -0.120
C 2.069 2.558 3.425  -0.128
C -0.959 -1.050 -4.983  -0.462
H 3.734 -1.810 -0.842  0.093
H -0.993 -2.734 -3.469  0.089
H -0.162 5.730 1.613  0.083
H 1.763 2.206 4.411  0.128
C 0.181 -0.342 -5.789  -0.005
N -2.016 -0.216 -4.380  -0.084
C 0.992 4.674 4.224  -0.045
H -3.256 -0.818 2.863  0.079
C 6.205 -0.530 3.877  -0.035
H 3.274 5.570 4.480  0.077
C -0.063 4.721 1.216  -0.014
C -4.229 -1.282 3.056  -0.024
H -2.329 -1.153 -0.400  0.069
H 4.386 4.344 3.770  0.083
H 1.233 4.899 5.271  0.080
H -3.793 -2.552 0.666  0.100
C -0.368 -1.933 -3.863  -0.044
H -4.922 -4.110 1.978  0.074
C 8.073 0.071 2.407  -0.031
C -5.205 -0.718 1.972  -0.498
C 1.085 2.074 2.335  -0.150
C -5.986 -3.902 2.076  -0.027
H 0.414 0.682 -5.489  0.047
H -4.046 -2.096 -1.010  0.101
H -0.203 -0.197 -6.800  0.065
H 2.539 -1.250 1.431  0.063
H -5.162 0.908 -4.818  0.084
H 7.788 -2.548 1.588  0.118
O -7.156 -1.413 3.226  -0.017
H 2.468 2.228 -5.402  0.110
C 1.480 2.746 1.009  -0.151
H -4.254 -0.198 -6.922  0.118
H 6.232 -4.273 2.176  0.116
H -8.611 -2.165 0.602  0.081
H 0.137 4.000 4.339  0.081
H 5.924 0.513 4.050  0.078
H 0.368 0.314 -1.593  0.079
N 2.917 2.293 -4.503  0.168
C 4.715 -1.334 1.007  -0.487
H -2.047 2.359 -5.595  0.085
H -4.523 1.234 2.607  0.092
C -8.160 -3.013 1.126  -0.033
H 8.733 -0.289 1.616  0.085
C -2.572 -1.551 -6.932  -0.178
H -1.888 -2.651 3.698  0.089
C -4.682 -0.689 0.541  -0.147
H -0.652 4.021 1.807  0.070
H -4.341 -1.286 -5.692  0.120
O 5.430 0.887 1.475  -0.036
H -5.377 -0.212 -0.159  0.120
C 2.170 4.063 3.480  -0.508
H 1.068 0.982 2.304  0.099
H 1.103 -0.910 -5.692  0.083
C -3.585 -0.676 -6.200  -0.149
O -1.564 0.674 -3.376  -0.042
C -4.523 -2.129 -0.029  -0.166
H 4.401 -3.504 0.817  0.124
O -1.318 -4.958 3.861  -0.019
H -5.935 -3.658 -0.541  0.122
O 0.864 2.112 -3.591  0.000
H 3.402 -0.153 2.251  0.068
H -7.613 -0.566 3.185  0.101
C 6.790 -0.760 2.456  -0.494
H 3.068 2.166 3.211  0.111
H 0.381 -2.581 -4.336  0.082
H 5.883 -2.983 0.200  0.119
C -1.627 -2.149 -5.880  -0.131
C 1.392 4.283 1.033  -0.501
H -2.069 -0.979 -7.718  0.099
H 2.152 2.142 -1.473  0.058
C 2.038 4.756 -0.267  -0.037
C -0.927 -4.201 2.961  -0.710
H 8.694 0.243 3.287  0.088
H 3.917 2.281 -4.476  0.104
H 5.189 -0.991 -0.997  0.091
H -0.918 1.220 -3.862  0.060
H 3.703 -0.058 -0.453  0.053
H -0.572 4.719 0.248  0.085
H 2.347 5.794 -0.362  0.082
H 5.303 -3.153 3.170  0.103
H 7.674 -2.572 3.314  0.120
H 2.470 2.455 0.657  0.105
C -5.447 0.689 2.421  -0.062
H -1.908 1.338 -6.886  0.071
H 0.348 -5.462 2.001  0.102
C 7.127 -2.272 2.416  -0.151
N 2.296 4.652 2.129  -0.114
H 0.769 2.411 0.243  0.105
C 5.955 -3.227 2.296  -0.181
C -0.343 -1.026 -0.356  -0.642
C 2.094 2.183 -3.447  -0.652
H -2.339 -2.587 -5.176  0.116
N -1.538 -0.739 -0.862  0.207
H -6.495 -2.170 -0.898  0.121
H -4.583 -1.064 4.061  0.087
H -1.568 -0.048 -1.597  0.077
H 3.720 1.813 -2.276  0.106
N 2.764 2.109 -2.274  0.182
H -6.260 -3.713 3.116  0.084
H -3.997 -2.346 3.016  0.052
C -2.629 1.578 -6.093  -0.039
H -0.933 -2.901 -6.247  0.123
H -3.474 1.977 -6.652  0.089
H 3.540 6.041 2.046  0.102
H 3.473 4.020 5.235  0.087
H 2.995 4.228 -0.373  0.071
C 3.499 -1.205 1.961  -0.011
H -4.447 0.152 -3.577  0.082
H -3.974 1.892 -3.933  0.082
C -6.642 -2.738 1.279  -0.486
H 6.182 1.415 1.190  0.088
C -5.956 -2.662 -0.083  -0.141
C -3.043 0.385 -5.223  -0.509
H 3.416 -1.941 2.755  0.083
N 0.591 -0.141 -0.718  0.193
H -6.438 -4.866 1.822  0.081
O 2.583 6.043 2.144  -0.018
N -0.188 -4.618 1.924  0.158
H -6.152 1.292 1.839  0.094
H 0.590 5.653 3.960  0.084
C 3.428 4.513 4.262  -0.039

Atomic forces in eV per Å
-0.2 -0.1 0.3
0.7 -0.6 -0.6
0.2 -0.4 -0.1
-0.1 0.6 -0.4
0.1 -0.2 -0.2
0.5 -0.1 0.3
0.7 -0.7 0.1
-0.5 1.1 0.6
-0.1 -0.1 0.2
-0.8 -1.0 0.1
-0.9 0.7 0.1
0.6 -0.8 -0.9
0.3 0.8 -1.0
0.0 0.2 0.2
0.1 -0.3 0.3
0.1 -0.6 0.1
0.1 0.0 -0.4
0.3 -0.7 -0.6
0.8 -0.5 -0.5
0.3 -0.3 0.1
0.4 1.0 -2.3
-0.2 -0.5 -0.7
0.4 -1.3 0.3
-0.5 0.1 0.4
-0.8 0.8 0.3
0.1 0.0 0.1
0.1 -0.1 0.0
-1.0 0.5 0.3
-0.7 -1.1 -0.3
-1.3 0.2 1.9
0.0 0.3 0.4
-1.0 0.7 0.0
0.4 0.1 -0.1
-0.4 0.1 -0.8
0.7 -0.2 -1.1
-0.1 0.0 -0.5
-0.1 0.0 -0.3
0.4 -0.4 0.1
-0.4 -1.1 -0.1
1.2 -0.3 -0.5
0.1 0.7 -0.1
0.0 0.8 -1.2
-0.7 -1.0 1.0
0.7 0.1 0.7
-0.9 -0.4 0.4
-0.1 -0.1 0.6
-0.2 -0.2 -0.1
0.5 -0.4 -0.3
0.2 -0.8 -0.4
0.3 0.5 -0.8
0.1 0.5 -0.2
0.3 -0.3 0.5
0.2 0.0 0.0
-1.5 -0.5 -0.2
0.4 0.5 -0.1
0.3 0.1 0.2
0.1 0.1 0.0
0.0 0.0 -0.4
0.3 0.1 -0.2
0.4 0.4 0.1
-0.2 0.1 -1.6
-0.2 -0.4 1.5
-0.7 0.2 0.5
0.0 0.0 -0.2
0.3 0.6 -0.7
0.0 0.2 -0.1
0.5 0.2 -0.1
-0.2 0.5 -0.4
-0.4 0.0 -0.8
0.2 0.1 0.4
0.5 -0.4 0.4
-0.6 0.3 0.2
-0.6 0.1 0.5
0.2 2.0 0.0
0.5 0.0 -0.4
-0.1 -0.1 -0.5
-1.2 -0.4 -0.1
0.6 0.1 -1.3
0.5 2.0 0.7
-0.5 0.4 0.2
0.8 0.3 -0.3
0.1 -0.4 0.6
0.9 0.4 0.7
0.5 -0.2 0.9
-0.3 -0.2 0.1
-0.3 -1.5 2.3
0.0 -0.1 0.0
0.4 0.4 0.0
0.2 0.4 -0.1
-1.6 1.5 0.3
0.5 -0.2 0.7
0.3 0.2 0.2
0.6 -0.2 0.4
1.2 -0.9 -0.5
-1.6 -1.0 1.8
-0.4 -0.9 0.5
0.0 0.1 0.2
0.0 0.8 -0.1
0.1 0.4 0.8
0.2 0.1 0.0
0.1 0.1 -0.1
-0.8 0.2 0.0
0.0 -0.1 0.0
0.2 0.5 0.1
0.2 -0.1 0.5
-1.3 1.2 0.9
-0.2 -0.6 0.0
-0.3 -0.1 0.2
0.8 -0.9 0.0
1.0 -1.0 -0.6
0.0 0.0 -0.1
-1.1 1.1 -0.4
-0.3 -1.3 2.8
-0.4 -0.6 -0.4
0.2 -0.6 0.0
-0.4 -0.3 -0.3
-0.2 0.8 0.6
0.0 0.2 -0.1
-0.8 0.0 -0.1
0.1 0.0 0.5
-1.2 0.2 0.3
0.4 -0.2 0.1
-0.5 0.0 -0.3
1.6 0.3 -0.8
0.2 0.2 0.0
-0.2 0.3 0.4
0.0 0.2 0.0
-0.1 -0.2 -0.1
0.2 0.1 0.6
-0.7 1.1 -0.7
0.7 0.2 0.5
0.0 -0.2 0.3
0.0 -0.4 0.8
-0.1 0.0 -0.2
0.7 -1.1 -0.9
-0.5 0.6 -0.8
0.3 0.3 0.3
0.9 0.9 -1.3
-0.3 0.1 -0.2
-0.5 -0.2 0.3
1.2 -0.4 -1.4
0.5 -0.2 -0.8
0.3 -0.1 -1.0
-0.4 0.0 0.3

HOMO: -7.9 eV
Energy relative to the best compared isomer or geometry (same formula, charge and spin): 2.5203 eV
SMILES string: CC1(C)CCCC(C)(C)N1O.CC1(C)CCCC(C)(C)N1O.CC1(C)CCCC(C)(C)N1O.CC1(C)CCCC(C)(C)N1O.NC(N)=O.NC(N)=O.NC(N)=O
Lowest unoccupied orbital energy: 0.0026 hartree
Frontier orbital gap: 7.93 eV
Multiplicity: 1

# 2
Density functional theory data (ωB97M-V/def2-TZVPD) for 2 unconnected molecules or ions with the total composition C5H15NO in a non-equilibrium geometry.

Last column: Löwdin charge in e.
Element x y z (Å)
C -0.978 0.209 0.836  -0.274
H 1.089 1.471 1.427  0.089
N 0.041 0.599 -0.130  -0.232
H 1.528 1.034 -2.338  0.065
C 0.636 0.437 -2.518  -0.078
H -2.527 1.273 2.003  0.061
H -0.345 -2.377 1.111  0.021
H -2.457 1.707 0.322  0.072
H -1.608 -0.562 0.402  0.103
H -0.565 -0.093 1.805  0.108
H 1.141 -2.347 0.606  0.008
H -1.224 2.287 1.483  0.067
C 1.299 0.925 0.498  -0.094
H 1.912 0.051 0.733  0.083
H 0.850 -0.264 -3.306  0.066
C 0.219 -0.314 -1.246  -0.278
H 1.869 1.642 -0.085  0.079
H 0.980 -1.099 -1.063  0.097
C -1.842 1.441 1.186  -0.085
H -0.698 -0.860 -1.474  0.113
O 0.514 -2.826 1.158  -0.058
H -0.169 1.102 -2.755  0.067

Atomic forces in eV per Å
-0.4 1.3 0.6
0.1 -0.3 -0.1
0.0 -0.8 -0.2
0.1 0.0 0.0
0.2 -0.2 1.1
-0.2 -0.4 0.4
0.6 0.0 -0.2
0.2 0.2 0.0
-0.1 -0.2 0.1
0.3 -0.6 -0.2
-0.3 0.1 0.0
0.1 0.0 -0.2
-0.3 1.0 0.6
0.1 -0.2 0.0
0.0 -0.2 -0.5
0.4 0.0 -0.7
0.2 -0.2 -0.4
0.0 0.1 0.3
-0.2 -0.2 -0.6
-0.2 0.2 0.2
-0.3 -0.2 0.2
-0.4 0.4 -0.5

HOMO: -8.6 eV
Energy relative to the best compared isomer or geometry (same formula, charge and spin): 1.0787 eV
SMILES string: CCN(C)CC.O
Lowest unoccupied orbital energy: 0.0348 hartree
Frontier orbital gap: 9.60 eV
Multiplicity: 1

# 3
Density functional theory data (ωB97M-V/def2-TZVPD) for a molecular structure, C23H24N4O3S in a non-equilibrium geometry.

Last column: Löwdin charge in e.
Element x y z (Å)
H -2.119 1.375 2.652  0.131
H -5.997 1.148 0.971  0.081
C 6.958 0.118 1.268  0.015
H -1.669 -2.811 0.669  0.172
C -2.657 1.101 -1.154  0.097
H 2.682 3.161 2.177  0.085
C 1.432 -3.517 -0.982  0.094
H -2.876 1.369 -2.049  0.028
H 7.598 -0.098 2.114  0.047
O 1.411 2.237 -0.168  0.158
N -4.917 0.734 -0.781  -0.072
C 1.411 -1.297 0.685  -0.131
C 3.407 -1.705 -0.794  -0.368
C 0.062 -1.596 0.706  -0.074
H 5.323 0.669 -0.819  0.133
C 1.197 2.037 0.873  -0.827
O 4.078 -2.701 -1.487  -0.083
C 5.141 -0.436 -0.601  -0.218
C -3.562 0.948 1.219  -0.022
C -7.256 0.620 -0.837  -0.313
S 3.754 1.483 1.052  1.230
C 2.145 -2.255 -0.523  0.055
H -7.191 1.774 -1.361  0.176
O -7.410 -0.186 -1.948  -0.174
C -1.408 1.748 -0.452  0.041
H -0.592 1.790 -1.310  0.165
H 6.925 1.204 1.008  0.054
H 1.958 -3.900 -1.703  0.035
C -1.299 1.597 0.825  -0.343
H 2.189 1.802 2.745  -0.051
H -8.230 0.777 -0.224  0.145
C -6.235 0.551 0.172  -0.098
C 2.357 2.179 1.970  -0.189
C 6.062 -0.695 0.596  -0.135
C -4.980 -0.291 -1.869  -0.120
H 0.133 1.691 2.500  0.283
H -5.171 -1.285 -1.431  0.118
H -0.382 -4.474 -0.848  0.097
H -6.332 1.011 -3.196  0.101
H -4.173 -0.476 -2.583  0.106
C -6.263 0.002 -2.900  -0.040
C 3.155 0.267 0.533  -0.688
N 0.045 1.857 1.175  0.162
H -4.351 0.636 1.816  0.098
H -6.418 -0.936 -3.294  0.092
C -2.298 1.210 1.584  -0.070
H -6.140 -0.423 0.553  0.106
H 5.550 -0.981 -1.468  0.145
H 6.006 -1.753 0.792  0.099
N 3.870 -0.692 -0.226  -0.009
N 2.000 -0.167 1.062  0.076
C -3.649 0.881 -0.113  -0.235
H -0.471 -0.948 1.595  0.151
C 0.036 -3.535 -0.575  -0.140
C -0.535 -2.719 0.205  -0.176

Atomic forces in eV per Å
0.1 -0.6 0.1
-1.0 2.4 1.4
-2.7 0.2 -2.0
2.9 -0.3 -1.8
4.1 2.0 12.2
0.0 1.5 -0.2
-1.7 9.1 5.7
-1.4 1.0 -5.8
-0.2 -0.6 -0.2
5.8 3.5 -17.9
-1.1 -1.3 1.1
0.9 -3.9 -6.9
-0.9 -12.6 -5.0
0.1 3.3 5.4
-0.6 -1.0 -0.2
4.3 0.2 10.7
-0.7 5.3 2.0
6.8 4.2 0.1
1.4 -0.4 -0.9
-5.0 6.7 -0.7
6.5 12.2 4.8
-5.7 0.5 4.1
0.1 -2.4 1.7
0.6 -0.4 0.5
-3.4 -3.8 -11.8
-1.3 0.8 2.7
0.2 -0.9 0.1
2.2 -3.3 -3.9
5.2 1.3 -0.9
-2.4 -6.5 11.7
0.8 -1.0 -1.4
5.5 -2.3 -4.4
2.0 4.4 -12.4
2.4 0.4 1.0
-2.0 0.5 -1.4
-0.9 0.5 -4.8
-0.2 0.2 -0.1
-1.1 -0.4 -0.3
0.2 0.8 -1.5
0.7 0.9 0.8
0.7 -1.3 7.3
-7.4 -14.7 -2.3
-10.0 -2.7 15.7
-0.9 -0.1 1.3
0.2 -1.2 -3.0
-0.5 0.7 6.4
-0.1 -1.8 0.6
-0.9 -0.1 0.5
0.2 -0.4 0.7
-0.4 4.8 1.0
0.9 1.0 0.1
-2.3 -0.4 -7.6
0.7 -1.5 -2.6
5.4 -6.2 -4.7
-6.2 3.9 5.2

HOMO: -7.7 eV
Energy relative to the best compared isomer or geometry (same formula, charge and spin): 21.9270 eV
Lowest unoccupied orbital energy: -0.0010 hartree
Frontier orbital gap: 7.72 eV
Multiplicity: 1